[1]
DFT (ωB97M-V/def2-TZVPD) results for a cluster of 2 separate species, C21H46BBrN2O6 in total.

Cartesian coordinates (Å):
Br (0.0991, 7.2362, 0.1866)
O (0.6926, 0.9544, -0.9915)
O (-2.4019, 0.3003, -2.8199)
O (1.5653, 4.1919, 0.1684)
O (-0.2774, 3.0766, -0.7546)
O (-2.1405, 2.4223, 1.3103)
O (1.0070, -2.7087, 1.8103)
N (-1.4955, 0.7082, 2.7013)
N (2.8586, -3.1693, -0.6216)
C (-1.5912, 0.4980, -1.6794)
C (1.5403, -3.9019, -0.8180)
C (3.9507, -4.1749, -0.3333)
C (-2.0958, -0.4945, 2.1430)
C (0.3947, -2.9928, -1.1825)
C (-3.1563, 5.1404, -0.9447)
C (-0.6796, 5.5058, -0.2997)
C (-2.3189, 1.2528, 3.7810)
C (1.9229, 2.8847, -0.1418)
C (-0.1706, 0.8196, -2.1053)
C (-3.6330, -0.3178, -2.5079)
C (-1.7742, 5.6688, -1.3734)
C (2.8122, -2.0208, 0.3768)
C (0.1817, 1.7426, 1.2387)
C (3.8707, -4.9797, 0.9527)
C (3.2389, -2.5346, -1.9298)
C (2.3462, -2.2909, 1.7967)
C (0.5701, 2.1671, -0.2002)
C (-1.2624, 1.6986, 1.6695)
C (-4.5329, 0.5444, -1.6246)
C (0.6466, -3.7229, 2.7328)
B (0.4318, 4.4375, -0.7764)
H (-1.9793, -1.3131, 2.8639)
H (-4.2586, 0.4550, -0.5703)
H (2.5953, 2.4845, 0.6310)
H (0.2329, -0.0422, -2.6573)
H (2.9922, -2.9842, 2.3328)
H (2.5135, -1.7702, -2.1862)
H (3.2678, -3.3051, -2.6962)
H (-2.0664, 2.2997, 3.9452)
H (0.2220, -2.2400, -0.4178)
H (3.8296, -1.6287, 0.4068)
H (0.6183, 0.7596, 1.4450)
H (-1.5907, -0.8025, 1.2245)
H (-1.8466, 6.7074, -1.6984)
H (4.5169, -5.8491, 0.8337)
H (-1.9712, 1.3208, -1.0666)
H (0.8824, 4.6925, -1.8997)
H (2.1700, -1.2576, -0.0658)
H (-4.3819, 1.5959, -1.8820)
H (-3.2505, 5.0783, 0.1407)
H (-2.1207, 0.6974, 4.7018)
H (2.4307, 2.7951, -1.1171)
H (4.2460, -4.4298, 1.8105)
H (-1.5746, -0.4092, -1.0475)
H (-3.9586, 5.7835, -1.3199)
H (2.4299, -1.3228, 2.3059)
H (-4.1240, -0.5434, -3.4570)
H (-1.4524, 5.0967, -2.2509)
H (-0.2684, -3.4178, 3.2376)
H (0.4511, -4.6651, 2.2088)
H (-3.3351, 4.1446, -1.3575)
H (-3.4345, -1.2796, -2.0052)
H (-5.5832, 0.2801, -1.7532)
H (-0.1733, 1.6655, -2.7971)
H (1.7265, -4.6205, -1.6184)
H (3.9298, -4.8503, -1.1880)
H (0.6523, 2.4555, 1.9302)
H (2.8712, -5.3482, 1.1745)
H (4.2185, -2.0772, -1.8199)
H (4.8872, -3.6195, -0.3700)
H (-3.3927, 1.1936, 3.5617)
H (-1.1510, 5.1183, 0.6069)
H (1.3362, -4.4613, 0.0881)
H (1.4243, -3.8863, 3.4815)
H (-0.5218, -3.5715, -1.2905)
H (0.5681, -2.4858, -2.1304)
H (-3.1764, -0.3847, 1.9681)

Force components x, y, z for each atom (eV/Å):
0.067 0.081 0.072
-0.083 -0.222 -0.057
0.180 -0.244 -0.064
-0.072 0.030 -0.196
0.072 -0.260 -0.185
-0.384 0.497 -0.133
-0.126 -0.158 -0.138
-0.082 0.152 0.210
0.055 0.050 -0.088
-0.032 0.206 0.329
-0.005 -0.023 0.018
-0.001 -0.049 0.034
0.235 -0.427 0.406
-0.076 0.352 -0.080
-0.057 0.122 -0.215
-0.288 -0.512 -0.191
-0.075 -0.094 0.016
0.294 0.139 0.303
0.013 -0.428 -0.311
-0.170 -0.074 0.167
0.006 -0.184 -0.008
-0.078 -0.037 0.029
0.049 -0.305 -0.294
0.035 0.014 0.030
-0.043 0.024 0.043
-0.013 0.113 0.046
-0.170 0.252 0.167
0.276 -0.402 -0.062
0.362 0.144 0.073
-0.006 0.078 0.057
0.379 0.198 0.090
-0.023 0.032 -0.050
-0.120 -0.052 -0.040
-0.048 -0.083 -0.035
-0.083 0.086 -0.036
-0.029 -0.057 -0.034
0.009 0.034 0.010
-0.006 -0.001 -0.010
0.019 -0.066 0.024
-0.080 -0.002 0.016
-0.009 0.043 0.000
0.031 0.086 0.079
-0.030 0.132 -0.005
0.003 -0.014 0.105
-0.016 -0.012 -0.037
0.020 0.014 -0.005
-0.139 -0.072 -0.016
-0.004 0.031 -0.016
-0.191 -0.054 -0.121
-0.014 0.008 -0.043
-0.032 -0.016 -0.067
-0.148 0.017 -0.056
-0.028 0.008 0.003
-0.060 -0.034 -0.129
0.034 -0.032 0.047
0.057 0.015 -0.018
0.114 0.130 -0.010
-0.003 0.159 -0.021
0.006 0.006 0.021
0.042 -0.003 -0.002
0.051 -0.030 0.185
-0.032 0.015 -0.068
0.045 0.006 0.060
0.119 0.172 0.316
0.114 0.009 0.019
0.025 0.020 -0.024
-0.094 -0.010 -0.061
-0.007 0.000 -0.004
0.007 -0.002 -0.005
0.000 0.006 -0.020
0.032 0.079 -0.013
0.157 0.276 0.130
0.000 0.115 0.077
-0.007 0.012 0.020
0.066 -0.104 0.039
-0.115 -0.030 -0.034
0.102 0.129 -0.239

Calculated values
Multiplicity: 1
LUMO level in eV: -0.732
HOMO in eV: -6.7297
Gap between HOMO and LUMO in eV: 6.00
Total charge: 0
Energy in eV: -108504.5825

=====

[2]
DFT (ωB97M-V/def2-TZVPD) results for a cluster of 3 separate species, C21H46BN3O7S in total in a non-equilibrium geometry.

Cartesian coordinates (Å):
S (-4.2040, -4.2173, -3.3621)
O (-4.2764, -5.3451, -2.4736)
O (-4.6441, -2.9346, -2.4594)
O (2.4449, -1.5816, -1.8090)
O (-2.6540, -3.7467, -3.4751)
O (-1.2714, -1.7433, -5.3808)
O (-0.1778, 3.5013, 4.0361)
O (-4.6537, -0.6145, -2.1261)
N (-4.5065, -1.3876, -4.4345)
N (-1.3784, 3.0649, 3.9623)
N (3.0109, -1.4639, -0.6682)
C (1.4155, 0.3749, -0.3745)
C (-0.2886, 0.8643, 3.8814)
C (-2.0807, -3.8843, -4.7894)
C (-3.7704, 3.8253, 3.9639)
C (4.3732, -3.3225, -1.5074)
C (-2.7313, 0.9635, 3.7098)
C (3.8450, 0.8541, -0.7681)
C (-2.3598, 2.8082, 1.2411)
C (-0.8414, -3.0155, -4.8746)
C (-2.3351, 4.1084, 3.4660)
C (-2.2935, 4.1692, 1.9338)
C (5.4032, -1.0702, -1.2176)
C (-1.9115, 5.4572, 4.0344)
C (3.0226, -0.0666, 1.4201)
C (-1.4387, 1.7041, 3.3413)
C (-0.0993, -2.8592, -3.5547)
C (4.7790, -2.4889, 0.7870)
C (4.3854, -2.0654, -0.6460)
C (2.8399, -0.0865, -0.1037)
C (5.2818, 0.3496, -0.6661)
C (-1.3257, 1.8488, 1.8252)
B (-4.5950, -1.6461, -3.0223)
H (-2.8555, 0.9228, 4.7927)
H (4.0378, -0.2695, 1.7461)
H (-0.4701, -1.9993, -2.9989)
H (-1.3674, 4.6685, 1.6324)
H (-2.6529, 6.2015, 3.7416)
H (2.3595, -0.7899, 1.8970)
H (1.2108, 0.4773, -1.4376)
H (-0.3232, 2.2120, 1.5799)
H (-2.7861, -3.5124, -5.5335)
H (5.3473, -3.8056, -1.4245)
H (-1.8615, 5.4240, 5.1233)
H (-3.6213, -1.0513, -4.7923)
H (3.9018, -2.6138, 1.4194)
H (0.6949, -0.3263, 0.0492)
H (-4.8629, -2.1167, -5.0348)
H (-2.6641, -0.0594, 3.3385)
H (1.2627, 1.3474, 0.0938)
H (-3.6276, 1.4002, 3.2808)
H (-0.3741, -0.1453, 3.4770)
H (2.7596, 0.9253, 1.7893)
H (5.6321, 0.3940, 0.3685)
H (-0.9417, 5.7711, 3.6581)
H (-1.8681, -4.9322, -5.0031)
H (0.9610, -2.6928, -3.7363)
H (-4.2525, 4.7570, 4.2569)
H (0.6791, 1.2701, 3.5966)
H (-0.1834, -3.7463, -2.9330)
H (-0.7291, -1.0563, -4.9730)
H (5.4472, -1.7758, 1.2685)
H (6.4034, -1.4658, -1.0263)
H (3.7492, 1.8420, -0.3121)
H (5.2820, -1.0342, -2.3047)
H (-1.4231, 0.8613, 1.3675)
H (5.2968, -3.4468, 0.7624)
H (-5.1373, -0.8627, -1.3279)
H (4.1903, -3.0969, -2.5546)
H (-0.3287, 0.8053, 4.9696)
H (-0.1614, -3.4598, -5.6059)
H (-2.1686, 2.9418, 0.1750)
H (-3.3637, 2.3821, 1.3163)
H (3.5797, 0.9658, -1.8242)
H (-3.7668, 3.1762, 4.8378)
H (3.6076, -4.0214, -1.1682)
H (-4.3980, 3.3661, 3.2008)
H (5.9382, 1.0098, -1.2356)
H (-3.1163, 4.8050, 1.5984)

Force components x, y, z for each atom (eV/Å):
-0.218 0.132 -0.140
0.102 0.114 0.085
-0.374 -0.211 -0.081
-0.389 -0.305 -0.091
0.033 -0.147 -0.045
0.089 0.186 0.153
0.197 0.039 0.404
-0.420 0.054 -0.070
0.086 -0.292 0.173
0.383 0.190 -1.011
0.607 0.696 -0.726
-0.127 0.037 -0.212
0.196 0.077 -0.022
-0.072 0.070 -0.044
0.032 -0.120 0.041
-0.062 -0.017 -0.158
-0.056 0.093 0.035
0.176 0.002 -0.213
-0.009 0.027 0.126
0.010 0.199 0.138
-0.690 0.121 0.330
0.184 -0.060 -0.202
-0.012 0.211 -0.179
0.152 0.072 -0.001
0.039 -0.099 0.006
-0.461 -0.614 0.288
0.363 -0.048 -0.172
-0.103 0.061 0.053
0.232 -0.476 0.578
-0.215 0.126 0.797
-0.046 -0.072 0.052
0.005 0.175 -0.257
0.118 0.213 0.043
0.011 -0.009 0.003
0.013 -0.005 -0.015
-0.183 -0.106 0.131
0.037 -0.029 0.066
-0.020 -0.009 0.001
-0.015 0.008 -0.003
0.034 -0.069 -0.009
0.011 0.037 0.098
-0.053 -0.096 -0.081
0.007 0.001 0.020
-0.026 -0.011 0.006
-0.131 0.253 -0.054
-0.009 -0.038 -0.014
0.005 -0.011 -0.003
0.213 -0.076 -0.051
0.045 -0.009 0.004
0.047 -0.006 0.048
0.004 0.019 -0.009
-0.025 -0.006 -0.002
-0.033 0.010 -0.027
-0.034 -0.022 0.017
0.030 -0.047 0.032
0.128 -0.044 0.160
0.048 0.089 0.015
0.019 0.034 -0.060
-0.015 0.039 0.020
-0.066 -0.022 0.075
-0.046 -0.134 -0.132
-0.038 0.041 0.013
0.006 -0.029 -0.017
-0.007 0.000 0.024
-0.081 -0.016 0.009
0.004 -0.027 0.030
0.044 0.019 -0.053
0.507 -0.029 0.066
-0.056 0.019 0.011
-0.005 0.012 0.005
-0.101 -0.091 -0.126
-0.035 -0.009 -0.014
0.000 -0.005 0.042
-0.052 -0.069 0.005
0.008 0.032 0.028
0.007 -0.001 0.030
0.021 -0.051 0.001
0.030 0.002 0.022
0.002 0.031 0.011

Calculated values
Multiplicity: 3
LUMO level (spin up / spin down) in eV: 0.412 / 0.306
HOMO (spin up / spin down) in eV: -8.2120 / -9.3325
<S²>: 2.008
Gap between HOMO and LUMO (spin up / spin down) in eV: 8.62 / 9.64
Total charge: 0
Energy in eV: -52837.2961

=====

[3]
DFT (ωB97M-V/def2-TZVPD) results for a cluster of 2 separate species, C21H46BrF3NO5P in total.

Cartesian coordinates (Å):
Br (0.1881, -1.7054, 3.2033)
P (1.3634, -1.6923, -1.7257)
F (3.2558, 2.0573, 0.8424)
F (1.2674, 1.2952, 1.1355)
F (2.9473, -0.0659, 0.9540)
O (0.7294, -1.9525, -0.0849)
O (4.0352, -6.0269, 1.1264)
O (-0.3265, -1.8662, -2.2302)
O (3.4188, 0.8617, -1.7226)
O (-0.3454, 3.1893, -1.8805)
N (-2.4167, 3.8635, 0.1934)
C (1.3859, -4.4358, 1.2689)
C (-1.4426, -2.3572, 0.9043)
C (-2.8575, 5.3032, 0.0882)
C (-3.0202, 3.3388, 1.4598)
C (2.1983, 1.0711, -1.0311)
C (-2.3704, 6.0956, -1.1131)
C (-0.8736, -2.9330, -1.5260)
C (-0.3118, -2.8913, -0.0527)
C (0.0037, 4.0221, -0.8086)
C (1.0571, 0.2026, -1.5492)
C (3.8569, -6.8498, 2.2540)
C (-2.3597, -0.7122, 2.5752)
C (-0.9160, 3.7206, 0.3573)
C (0.1319, -4.3126, 0.3958)
C (2.7156, -4.0286, 0.6293)
C (0.2661, 3.5141, -3.1243)
C (-2.9965, 3.0671, -0.9652)
C (3.9101, -4.6255, 1.3553)
C (-1.1165, -1.2053, 1.8372)
C (-2.7373, 1.5744, -0.9162)
C (2.4252, 1.0493, 0.4709)
H (1.1688, 4.1112, -2.9799)
H (-3.0401, 6.9458, -1.2399)
H (1.5316, -3.1217, -1.8874)
H (1.4550, -5.4953, 1.5542)
H (-2.6822, 2.3231, 1.6256)
H (3.0892, -6.4546, 2.9309)
H (-2.2737, -2.0025, 0.2809)
H (-0.6398, -0.3970, 1.2841)
H (-2.7009, 3.9690, 2.2865)
H (-0.6245, -3.8910, -2.0097)
H (3.9129, 0.1541, -1.2897)
H (-3.9463, 5.2608, 0.0949)
H (3.5345, -7.8341, 1.9017)
H (-1.9690, -2.8541, -1.5361)
H (1.9571, 2.1274, -1.1955)
H (-0.6417, 4.3559, 1.2010)
H (-2.5368, 5.7815, 1.0134)
H (0.9962, 3.7785, -0.4087)
H (4.8332, -4.1485, 1.0006)
H (-2.3879, 5.5271, -2.0404)
H (-1.6770, 1.3323, -0.8810)
H (-1.3716, 6.4966, -0.9640)
H (0.2498, -4.9576, -0.4817)
H (0.5394, 2.5820, -3.6145)
H (-3.2096, -0.6613, 1.8846)
H (1.2473, -3.8768, 2.2003)
H (2.7158, -1.5827, -1.2377)
H (2.8206, -2.9397, 0.6401)
H (-3.2545, 1.0851, -0.0924)
H (-0.4337, 4.0656, -3.7588)
H (2.7475, -4.3404, -0.4213)
H (3.8392, -4.4371, 2.4369)
H (-4.1035, 3.3626, 1.3664)
H (-2.1832, 0.2778, 3.0095)
H (-4.0678, 3.2761, -0.9304)
H (0.8893, 0.5523, -2.5757)
H (-2.5904, 3.4893, -1.8754)
H (0.0307, 5.0721, -1.1096)
H (-2.6209, -1.3762, 3.4022)
H (0.1599, 0.4096, -0.9620)
H (4.7927, -6.9720, 2.8189)
H (1.7916, -1.4783, -3.0812)
H (-3.1229, 1.1452, -1.8408)
H (-0.7532, 2.6848, 0.6527)
H (-1.8447, -3.1678, 1.5253)
H (-0.6917, -4.7429, 0.9821)

Force components x, y, z for each atom (eV/Å):
0.089 0.216 0.121
-0.181 -0.005 -0.282
0.092 0.063 -0.044
-0.271 -0.028 0.053
0.054 -0.277 0.046
0.068 -0.161 0.116
-0.200 -0.078 -0.045
0.012 0.129 0.063
0.169 0.322 0.330
0.066 0.090 -0.055
0.040 -0.023 0.054
0.064 -0.101 0.049
0.147 -0.101 0.056
0.006 0.006 -0.067
0.039 0.057 -0.005
-0.006 -0.098 -0.251
-0.007 0.073 0.020
-0.088 -0.168 -0.127
-0.184 0.177 0.146
-0.120 -0.062 -0.053
0.199 0.113 0.011
0.026 -0.021 0.012
0.079 0.141 -0.006
0.011 -0.092 0.084
-0.029 -0.002 0.182
-0.002 -0.023 0.088
0.139 -0.050 0.040
-0.106 -0.054 -0.087
0.158 0.118 0.059
-0.212 0.070 -0.176
0.016 0.032 0.078
0.042 0.198 0.016
0.025 -0.027 -0.002
-0.009 -0.008 -0.003
-0.056 0.055 0.082
-0.019 0.090 -0.067
0.007 -0.079 0.009
0.056 -0.049 -0.053
0.048 0.059 0.067
0.111 -0.111 0.011
0.000 -0.007 0.000
0.032 0.073 0.126
-0.251 -0.204 -0.214
0.000 0.005 0.009
0.059 0.103 0.040
0.060 0.005 0.018
0.001 0.014 -0.147
-0.040 -0.015 0.020
-0.018 0.005 0.008
0.112 0.028 -0.114
-0.084 -0.081 0.045
-0.012 0.000 0.003
-0.021 0.007 -0.046
-0.029 -0.023 -0.011
0.110 0.119 0.049
-0.016 -0.003 0.002
0.046 0.048 0.057
0.078 -0.130 -0.176
-0.042 -0.018 0.154
-0.064 -0.134 -0.056
-0.011 -0.023 0.014
0.011 0.044 0.026
0.033 0.032 0.126
-0.009 0.036 -0.092
0.004 0.003 0.005
-0.022 -0.075 0.002
0.005 0.011 0.029
-0.162 -0.061 0.155
0.048 -0.029 0.038
-0.111 -0.027 0.085
-0.049 -0.021 -0.174
0.004 -0.092 -0.041
-0.076 0.048 -0.012
0.026 0.017 0.020
0.019 -0.007 -0.006
0.049 0.012 -0.024
-0.009 0.031 -0.177
0.058 -0.085 -0.211

Calculated values
Multiplicity: 1
LUMO level in eV: -0.557
HOMO in eV: -6.7515
Gap between HOMO and LUMO in eV: 6.19
Total charge: 0
Energy in eV: -121730.2702